The following is a DFT calculation (wB97M-V/def2-TZVPD) of 12 unconnected molecules or ions with the total composition C64H146N10O12.

ORCA input file:
```
! RIJCOSX wB97M-V def2-TZVPD def2/J DEFGRID3
* xyz 0 1
C -8.6677 -2.7431 0.2017
H -2.3447 -6.1420 3.2814
C -1.3162 -0.2967 1.3874
C 4.2422 1.2898 4.5790
H -1.9321 5.7619 0.9660
H 3.6522 7.9278 -1.0039
H 5.9805 2.0691 8.9176
H 5.8478 0.0723 -1.3878
O -2.0997 3.8752 1.7443
C -0.3895 -2.3823 5.4475
C -2.6135 4.9239 0.9183
O 0.3519 -3.3334 3.3367
H -5.5833 -1.9072 1.3012
H 8.3493 -0.9188 -1.3967
C -0.0456 -5.6738 -1.3318
H -1.2348 0.3235 2.2724
H -4.0476 -0.2394 1.4614
H -4.4798 -0.1975 -4.7255
H 1.8238 4.3895 -2.6400
C -3.1446 -4.9553 1.7537
C 5.3146 3.2895 6.6552
H 7.7140 1.3172 7.2104
H 6.7465 -0.7932 -5.4110
N -2.4058 -3.8084 1.9054
H -8.6794 3.6529 -2.8396
H 1.4617 -4.1569 -3.0259
C 0.0730 -0.4242 0.8251
H 0.8607 -4.0948 -0.2166
H 1.6467 1.0002 0.1727
C -0.6805 2.2574 4.4164
C 1.0618 -4.6563 -1.0846
N -3.1872 -5.8728 2.7632
C -1.2566 -4.0735 -2.9522
H -2.3964 2.8697 3.4586
N 5.6382 -2.4129 -2.7423
H 0.0944 -5.1561 -4.2562
H 5.4309 -0.3175 3.8680
H 6.1567 3.8057 7.1534
H 3.6992 -0.8295 -3.0994
O -8.9150 3.5774 -0.8640
H 7.5527 -2.5398 -0.0131
H -0.8777 -3.9461 -5.1535
H 2.5347 5.5190 -3.7156
C 1.0534 6.6485 -1.5416
H -4.0973 1.2889 0.3950
H -8.3996 3.6515 -0.0957
H -0.3888 -3.2911 5.9776
C 5.5162 1.7449 6.8301
C 6.9723 1.2586 6.4234
C 3.8757 4.1862 -2.6943
C -6.5535 -2.3278 1.4463
H 1.0502 2.9368 3.7511
H -8.7842 -3.6779 0.7479
H -1.7342 -3.6836 2.6889
H -1.7815 -1.2024 1.7654
H 4.8454 3.2947 1.2085
H -6.5676 -5.7781 -1.4567
C -6.7102 3.8138 -1.9199
H -8.9764 -3.9060 -2.9560
C 3.9770 3.4987 -1.2813
O 4.6032 -0.3405 6.2640
H -0.1662 3.8131 0.1749
C -7.2052 -2.4084 0.0910
H 1.2185 -6.3678 -2.9089
C -0.1885 -2.9789 -2.6256
H 1.0689 0.9407 -2.0726
H -5.4598 -2.5759 -3.1235
C 5.3966 -1.7037 -3.9700
H 0.4724 -6.7550 0.4456
C -6.5620 -2.7785 -3.0875
H 4.0218 -0.1852 -4.6739
H -0.8908 -5.5706 0.6766
C 0.4096 -6.7427 -2.2703
C 4.0044 4.6029 -0.1505
H 1.2041 3.3617 -0.7000
H 7.2608 -3.7921 -1.3329
H -9.1746 -1.9802 0.7866
H 0.8806 -7.6003 -1.6487
C -6.4597 -5.0982 -2.2823
C -2.6739 -3.5308 -3.1189
H -10.3680 -3.2760 -0.8885
C -2.7299 -0.5696 -0.7416
H -1.3828 -2.2859 4.9893
H -0.4426 0.1226 -2.1595
H -6.5332 2.7589 -2.0223
O -2.5264 2.1938 -1.0842
H 4.3481 3.6446 7.1595
H -1.0341 -7.1573 -0.2501
H -6.3367 4.2099 -0.9608
H -3.8345 1.8844 -5.5335
H -2.5944 1.6980 4.7766
C 2.6401 5.0706 -2.7112
H -2.6661 4.5588 -0.1429
H -4.2141 2.7514 -2.8315
C 7.6661 -0.5724 -3.4047
H -3.5289 -0.0766 -1.2516
H 0.7145 -0.9703 1.5533
H 7.2683 0.4209 -3.2744
H -8.6315 -4.9402 -1.5673
C 5.7336 -0.8503 -0.8971
C -4.0022 5.4449 1.3170
H -6.2821 4.3773 -2.7941
H -4.0233 5.8348 2.3729
H 6.1005 4.6777 0.2042
H -5.7059 0.3959 -3.6077
H 3.0469 7.9822 -2.5927
H 4.4542 -3.8527 -2.4456
C -2.2796 0.3525 0.3731
C -3.5584 0.6672 1.1273
H 1.8351 -2.7348 -2.0107
H -9.4544 -1.9843 -1.6773
H -3.8177 -6.6408 2.5886
H -4.8388 4.6698 1.2868
O -5.0960 -3.2237 -0.6981
H 5.4859 -0.5758 5.9392
H 7.2857 1.7679 5.5157
C -0.8933 -4.7092 -4.3396
H 0.3656 -4.1785 3.7762
H -0.0489 -1.0844 -0.0282
H -1.8786 3.0733 1.1909
H 6.0108 -3.3842 -0.0647
C -8.5392 -3.9502 -1.9445
H -7.1171 -1.7331 2.2028
H 3.1143 -0.5141 4.2462
H -0.3394 3.7309 2.9767
H -6.0352 -0.8069 -1.0715
C -4.5348 1.9443 -4.6500
H 3.1463 2.8547 -1.1501
H 0.6632 7.0139 -2.4924
C 6.4477 -1.8979 -1.6645
H -4.2633 6.2441 0.6346
C 0.7433 -2.3918 4.3716
H 4.4133 7.1234 -2.3303
H 1.1016 7.5235 -0.8996
H -0.0581 -2.2184 -3.3559
N -1.2332 -4.9149 -1.6952
C 6.8557 -1.3502 -4.4579
O -0.1192 1.4748 5.1469
O -3.7332 -5.0478 0.6674
H 3.9234 4.6244 1.9620
H -0.3458 -7.1528 -2.8984
H 4.8582 2.9099 -1.2001
C 0.1494 3.1444 -0.6268
H -2.8686 -2.9731 -2.1969
H -8.4030 5.2182 -2.2505
H 5.2802 6.1594 0.5284
C 1.1524 -3.5877 -2.2087
H -0.2625 -1.5694 6.1273
H 2.9604 6.8956 0.9043
N -6.4743 -3.4660 -0.6091
C -5.1781 0.5894 -4.5253
H 5.5881 0.3758 8.5853
C 6.8388 -3.0137 -0.7040
N 2.7468 5.4180 -0.4040
C 0.6201 0.9653 0.4552
H -5.1677 2.7935 -4.7492
H -2.6190 -2.8502 -3.9520
C 3.4798 7.3306 -1.8540
H 8.6977 -0.3832 -3.8017
H -2.3852 1.6905 -1.8487
H 4.2006 3.0254 3.3863
C -8.1971 4.1411 -1.9973
H -5.4042 -5.0366 -2.5848
H 4.9672 4.6178 4.8903
C 2.9301 0.5515 4.2828
H 5.3492 -3.5654 -5.1024
H 4.8239 4.7695 -2.7926
H -3.1486 -1.4410 -0.4186
C -9.3809 -2.8978 -1.1608
C 0.0012 1.1489 -1.9577
N -1.9869 2.3226 4.2055
C 3.9433 3.8762 1.1456
O -3.6325 2.3233 -3.5594
H 2.6088 0.7296 3.2738
C 4.4639 -0.4904 -3.7955
N 4.4663 1.0311 6.0542
H -7.0172 -3.1317 -4.0336
H -7.0448 -5.4868 -3.1495
C 5.2803 1.4662 8.3384
H -7.7881 -0.6776 -1.2500
H 8.3810 -2.3227 -2.4206
C 7.8022 -1.4187 -2.1775
H 3.1594 3.1686 4.8333
H 4.6518 -0.9716 -0.7554
H 7.4164 -2.2884 -4.6463
C 5.3447 0.7473 3.6528
N 0.0728 3.1383 3.6769
H -6.4600 -3.3641 1.6877
C -0.4248 -6.3020 -0.0116
H -0.3480 1.9735 -2.7310
H -2.9628 -5.4413 -1.1763
H 7.0055 0.1683 6.3286
C 5.3025 5.3388 -0.1804
H 5.6860 5.6659 -1.1271
C 4.7862 -2.6434 -4.9587
H -0.3681 3.6111 -1.4592
H 4.2091 1.6827 8.6322
H 2.2137 0.7424 5.0809
H 0.7701 -1.3427 4.0008
C -7.0272 -0.9332 -0.5057
H 6.2172 3.3249 4.6723
H 4.7627 -2.0532 -5.8795
C 4.1529 2.8394 4.4102
O 4.4492 -2.9389 -2.1774
N -1.6648 1.6317 -0.0643
H 5.0795 0.8488 2.6506
H -7.0722 -0.3156 0.3301
H -0.5954 -2.3724 -1.7693
H -4.6139 -3.9810 -0.4288
H 3.1055 3.1796 1.3113
H -5.8703 0.5552 -5.4200
C -6.9833 -3.7327 -1.9700
H 2.0047 -5.1561 -0.8864
H -2.0475 -3.5703 0.9986
H 0.6758 1.5464 1.4091
C 5.2113 3.5975 5.1377
O -2.3254 -5.8107 -1.8298
H -6.9562 -1.8106 -2.8758
H 1.7537 -2.5974 4.8135
H -1.9729 -0.6991 -1.5042
H -3.4776 1.3315 2.0173
O 2.3631 6.1524 0.7732
H 3.8162 -2.9005 -4.6137
H -1.6026 -5.5626 -4.4781
H 6.1498 -0.8089 0.0759
C 2.5219 6.1593 -1.6492
H -3.4226 -4.2841 -3.3285
H 6.3559 1.1190 3.8144
H 0.4421 5.8677 -1.1399
C -0.2172 1.6907 -0.5388
H 4.9866 0.3494 -3.2878
H 3.7785 3.4064 -3.4482
*
```

orbital gap: 8.372 eV
HOMO: -8.035 eV
structure (SMILES): CC1(C)CCCC(C)(C)N1O.CC1(C)CCCC(C)(C)N1O.CC1(C)CCCC(C)(C)N1O.CC1(C)CCCC(C)(C)N1O.CC1(C)CCCC(C)(C)N1O.CC1(C)CCCC(C)(C)N1O.NC(N)=O.NC(N)=O.CCO.CCO.CCO.CCO
lowest unoccupied orbital energy: 0.34 eV

***

The following is a DFT calculation (wB97M-V/def2-TZVPD) of 14 unconnected molecules or ions with the total composition C64H156O32.

ORCA input file:
```
! RIJCOSX wB97M-V def2-TZVPD def2/J DEFGRID3
* xyz 0 1
C 2.9870 -2.2761 -3.4131
C -2.4297 1.6414 -6.0779
H 3.0698 -3.2411 -6.9596
C 1.7146 -2.4205 -4.2218
O -0.5542 5.0681 -1.3525
C -0.5398 -3.1151 -4.3697
H 3.6503 4.2580 -2.8842
H -6.6731 -4.8798 3.3958
C 6.3533 -1.9629 -1.6630
H -4.1971 -3.4563 -1.5558
H -0.3642 -3.9874 -5.0162
C -0.1527 -0.1110 7.2216
C 2.5556 -0.8615 -7.7853
C 1.4226 0.7391 0.7210
H 4.3510 0.8474 7.0241
H -7.6307 3.4191 3.7413
O 4.6818 -1.1717 4.4625
H -5.1458 2.3750 7.4335
H 4.9714 5.9339 1.7573
C -1.0404 3.7348 -1.4452
O -5.3401 -3.1317 1.7719
H 1.0540 1.0432 1.6979
C -0.2617 -2.8203 0.9597
C 6.0690 -1.3852 4.6987
C -4.3497 -2.1140 2.0909
H 5.2791 2.0175 2.9261
C 3.0319 -3.8428 2.7770
H -1.9826 -4.6214 -1.2922
O -5.7217 -2.2942 -2.4377
H 2.7453 5.5631 -6.4961
H -1.0447 1.2286 3.7374
O 6.3260 -0.9869 -0.6747
H 4.2259 5.5325 0.1885
C -0.7608 -0.5353 -2.0129
H -5.7857 0.7536 7.8533
H -7.0224 -1.3410 -1.2142
H 1.3886 -3.9233 -7.2370
H -0.4862 4.0269 -6.1331
H 5.9175 0.4335 -5.0408
H -2.3423 -0.2775 -7.6093
O 0.5728 -2.8634 -3.4707
H -4.6669 -1.6909 3.0582
O 3.4471 -3.5245 -2.9276
H -2.1931 0.4035 0.2517
C -7.6049 2.4581 4.2124
H 1.4881 4.7697 -7.4799
O -2.9386 1.0552 4.4974
C 2.4748 0.7657 -4.6336
H -4.2834 0.2797 -2.9424
H 1.8825 4.3359 -2.5590
C -3.9777 -3.1919 -6.0857
H -4.7555 -3.8461 -6.4886
H -0.2065 3.0284 -1.4084
H -4.6574 0.7148 3.5749
H 1.6679 -3.9936 -1.8371
H 6.4864 0.5145 5.5532
O -5.7699 1.0842 0.8267
H 2.9076 -3.2396 -0.8510
C -1.6810 1.7203 4.4773
H -2.1261 2.4995 -2.8653
H 7.2792 -1.9581 -2.2536
C 3.5586 1.6184 7.1813
H 0.8326 5.0021 2.8966
C -4.1674 -3.6199 -3.7228
H 3.7665 -4.1631 3.4806
O 4.4229 3.9145 1.5224
H 0.8462 4.4860 0.1604
H 0.4875 6.2588 -0.0734
C -6.9578 0.4486 1.2761
H -0.7241 -0.1877 -8.2000
C 5.2747 -1.1192 0.2617
H 7.6263 -0.2971 8.1490
C 0.0631 5.2490 -0.0539
H 6.5964 -0.4377 1.7423
C 1.1633 3.9736 2.7969
H 3.0516 4.3314 -1.2168
H -0.1303 2.2408 5.8636
H -4.9001 2.3173 -0.4938
H 4.3084 -0.8433 -0.1609
H 5.2458 2.8411 -2.5357
C 3.6664 1.8080 -1.4530
C -3.0963 0.7154 -5.1391
C 2.8339 3.9301 -2.2325
H -6.3928 2.9990 0.3467
H 1.3482 0.6346 -4.6439
H 4.0443 2.5732 7.3001
C 5.0244 1.7774 -2.1861
C -1.8810 3.5728 -2.7213
O -4.2139 1.3766 -4.6496
H -4.3947 -4.2814 3.2581
H 3.1078 -4.8652 -1.4422
O 4.9042 0.9110 -3.2869
H 2.1521 -0.0522 0.8634
H 0.2578 3.3169 2.7688
H 0.2273 -1.9901 0.4400
H 0.3049 -1.1056 7.1975
H 0.7277 2.7277 -6.2495
O -7.1167 1.5080 3.3210
H -1.0737 -1.0014 -6.6783
H -1.8386 2.7596 4.2436
O -5.8370 -6.5783 2.6238
H 2.1983 -0.9786 4.0254
H -0.7164 5.1553 0.7131
C 2.6323 2.4984 3.7967
H 2.3828 -0.4941 -8.8187
H -7.7136 -7.3459 3.1986
H 3.2124 5.4057 1.6051
H 6.9709 0.6040 -3.6600
H 3.6650 -1.7759 -4.0786
H -4.2076 -4.8545 1.6766
H -3.0116 -3.6959 -6.1667
H 6.1405 -0.3557 9.0124
H 6.1918 -2.9711 -1.2806
H 6.0375 3.4206 0.3218
H -7.3271 -7.3852 1.5026
H 2.0063 -3.1814 -4.9630
H 6.9248 1.8878 2.1859
H 5.5331 -1.8364 -2.3800
H 4.8745 -0.5085 2.2768
H 1.8446 1.6145 0.2666
H 3.3881 -1.6458 6.0086
O -1.4046 -3.3647 0.2191
C -2.6898 0.0883 -0.6683
H -3.4346 -0.1863 -5.7001
C -6.0244 -1.7926 -1.1666
H -1.7362 -3.3511 5.0978
H 2.7097 1.8125 -4.7428
H -8.0962 2.2425 1.6272
H 5.2365 -2.1882 0.5898
H -3.2226 -4.1117 -3.5139
C -3.6574 1.1132 3.3016
H 4.1454 -3.0269 5.1978
C -6.6176 2.6163 5.3350
H 3.9674 3.1680 5.3078
H -5.9999 -2.5884 -0.4423
H -4.0223 -2.3285 -6.7786
H -0.5681 -0.5652 -3.0730
C 2.7427 -3.8941 -1.7149
C 2.5351 -1.9915 4.0780
H -6.8647 3.6310 5.8250
H -3.6614 0.6854 -0.7020
H -3.0653 1.7660 -6.9276
H 0.9898 5.9885 -6.6055
H -3.2887 0.3710 2.5547
H -5.5499 -0.1997 -4.1109
H 0.3890 -3.6935 1.1468
O 1.8923 3.6605 3.9387
C 2.4437 0.3809 -6.9170
C 3.5161 2.2407 4.9803
H -6.7541 -4.9794 1.5561
H 2.0132 -4.2493 3.0049
C 5.8795 2.1035 1.9994
H -6.6184 -0.4263 1.9019
C 6.5295 -0.1201 8.0572
H -2.9629 -0.9766 -0.5549
H 2.9060 1.2108 -7.4036
C 2.1586 -3.2032 -7.5570
H -4.9315 -4.3601 -3.7907
H -1.5581 -1.5697 2.0856
H 2.7876 -1.6571 -2.5267
C -6.1408 -5.2129 2.4524
H -8.6095 2.1720 4.6071
H 0.1029 -1.5573 2.6233
H 3.3331 -4.1568 1.7821
H 6.3950 0.9604 7.9539
O 2.6652 2.5155 -2.2465
H 6.1664 2.1026 -4.3889
C -5.5699 1.4373 7.0336
H -0.3000 -3.9085 -1.5042
H 2.9635 1.4609 8.0919
H -5.6948 1.3922 -3.2609
O -1.8635 0.3769 -1.7742
C -4.9242 -4.3895 2.3240
C 5.5723 -0.2541 1.4673
H -3.7153 2.1247 2.8911
C -4.9913 0.6472 -3.6875
H 5.8427 1.4701 -1.5577
H 1.9830 1.5917 3.7635
H -0.6740 2.0343 -4.4968
H -0.9440 -1.5678 -1.5966
C -7.8111 1.3042 2.1284
C 5.7583 3.4265 1.3872
C -4.4153 -2.8228 -2.4820
H 3.7392 2.1684 -0.4039
C -1.0504 -4.2828 -0.7530
O -6.7529 1.5898 6.2812
H 0.5237 0.5938 7.6996
H -2.3236 -1.8984 4.2366
C -6.9052 -7.4893 2.4910
H 3.1839 2.6351 2.8746
C -0.1871 3.0214 -4.3276
O 2.6795 1.7835 6.0825
H 0.8509 0.7897 -1.8907
O -1.1551 1.0774 -6.5165
O 6.0038 -0.8900 7.0295
H -1.6905 3.5533 -0.5779
H -5.3680 -0.9690 -0.8349
O -0.9851 -3.1936 3.2314
H 2.4872 -3.4229 -8.6177
H -2.2755 2.6216 -5.7095
H -7.5751 0.0229 0.3946
H 1.3856 0.6806 -6.6831
H -0.6377 -2.0175 4.9018
H -1.4529 -3.2494 -3.7569
H -4.3445 -1.4093 1.2340
H -1.6539 1.8990 6.5871
H -2.7645 4.2108 -2.6550
O 2.8773 -2.4113 2.7901
H 2.8335 0.3704 -3.7223
H 7.6525 -0.6881 5.9706
C 3.6868 -2.0302 5.0414
C -0.7006 -2.2496 2.2708
H 0.5564 2.9177 -3.5438
O -4.1604 -2.6544 -4.7696
O -0.5880 0.2295 5.9258
C 4.2450 5.2757 1.2525
O 1.4576 4.4348 -5.3776
H -6.5070 1.6527 -0.8831
O 3.0305 0.0635 -5.6963
H 3.5680 -1.2936 -7.6608
O -1.1334 3.9857 -3.8614
H 1.5513 -1.4449 -4.6627
H -3.6793 -2.0321 -2.4843
H 6.6555 -1.0944 3.8160
C 6.0499 1.0347 -4.1301
H 4.2757 1.4699 4.8290
O 0.2850 0.2727 0.0224
H -4.7756 1.0283 6.3720
H 1.2340 -0.9001 -1.2859
C 6.5994 -0.5397 5.8391
O 1.6299 -1.8750 -7.5135
H -0.7188 -2.2061 -5.0051
H -2.3656 0.4057 -4.3600
H -6.5731 -8.5226 2.5256
H 3.2848 0.8048 -1.3571
H -1.0172 -0.1138 7.8825
H -0.5595 -5.1427 -0.2589
H -3.3739 -2.5898 2.1734
H -5.5749 2.6504 4.9573
C -0.9631 1.5788 5.7831
O 5.3685 1.0953 1.1089
C 1.7077 5.2092 -6.4859
H 6.2726 -2.3881 5.0137
C -5.8884 2.1109 -0.1330
C -1.3153 -0.1444 -7.2988
H 6.4067 4.1382 1.9338
C 0.3697 3.5292 -5.6073
C 0.5176 -0.0803 -1.3536
H 1.7437 -2.5752 4.5597
H 1.7563 3.7970 1.8806
H -8.7265 0.7707 2.3523
C -1.4294 -2.5631 4.4036
*
```

orbital gap: 9.482 eV
HOMO: -8.917 eV
lowest unoccupied orbital energy: 0.56 eV

***

lowest unoccupied orbital energy of number 1 (C64H146N10O12)? 0.34 eV

***

Look up the orbital gap of the second one. 9.482 eV

***

Look up the orbital gap of the first one. 8.372 eV